# 1
# C23H28N5PdS

C23H28N5PdS as an isolated structure (ωB97M-V with the def2-TZVPD basis set, OMol25).

Positions of all 58 atoms, in Å:
Pd 0.962 0.604 0.252
C 1.776 0.362 -2.681
N 2.236 0.112 -1.301
C 3.341 1.073 -0.989
C 2.733 -1.246 -1.052
C 3.306 -2.023 -2.041
C 3.903 -3.228 -1.695
C 3.958 -3.597 -0.358
C 3.365 -2.823 0.630
C 2.670 -1.663 0.280
N 1.897 -0.865 1.124
C 1.178 -1.285 2.248
C 1.065 -2.588 2.739
C 0.299 -2.842 3.871
C -0.377 -1.827 4.531
C -0.329 -0.540 4.009
C 0.406 -0.294 2.867
N 0.443 1.032 2.217
C -0.849 1.750 2.294
C 1.521 1.856 2.811
H 2.621 0.343 -3.372
H 1.307 1.339 -2.724
H 1.048 -0.395 -2.962
H 4.150 0.934 -1.710
H 3.715 0.879 0.011
H 2.968 2.093 -1.066
H 3.323 -1.688 -3.069
H 4.348 -3.851 -2.458
H 4.469 -4.508 -0.073
H 3.450 -3.113 1.666
H 1.554 -3.407 2.235
H 0.232 -3.859 4.237
H -0.949 -2.030 5.425
H -0.889 0.255 4.484
H -1.080 2.039 3.322
H -1.636 1.110 1.906
H -0.782 2.649 1.686
H 1.302 2.033 3.866
H 1.583 2.809 2.289
H 2.464 1.323 2.721
N -1.687 -1.053 -0.272
C -2.009 0.091 -0.883
S -0.916 1.389 -1.091
N -3.255 0.158 -1.375
C -3.915 1.237 -2.052
C -4.607 0.922 -3.212
C -5.299 1.915 -3.889
C -5.290 3.215 -3.407
C -4.610 3.513 -2.234
C -3.926 2.525 -1.543
H -0.763 -1.193 0.101
H -2.377 -1.765 -0.094
H -3.744 -0.723 -1.438
H -4.605 -0.095 -3.588
H -5.838 1.671 -4.795
H -5.821 3.993 -3.939
H -4.622 4.522 -1.844
H -3.423 2.754 -0.615

Calculated values
total charge: +1



# 2
# C48H57BrCl2N4O2P2Tl

C48H57BrCl2N4O2P2Tl as an isolated structure (ωB97M-V with the def2-TZVPD basis set, OMol25).

Positions of all 117 atoms, in Å:
Tl -0.057 -0.126 -0.124
C 1.616 4.118 -1.405
C 0.548 3.047 -1.601
C -0.411 3.378 -2.742
P -0.350 2.545 -0.046
C -1.864 3.603 0.015
C -1.629 5.121 0.019
C -2.835 3.201 1.124
C 0.715 2.899 1.355
C 0.429 3.734 2.435
C 1.242 3.786 3.553
C 0.950 4.718 4.696
C 2.352 2.932 3.584
C 2.655 2.097 2.534
C 1.865 2.079 1.366
N 2.053 1.267 0.281
C 3.313 0.840 -0.046
C 4.447 1.632 0.245
C 5.727 1.224 -0.056
C 5.975 0.003 -0.682
C 7.372 -0.480 -0.961
C 4.866 -0.742 -1.046
C 3.552 -0.353 -0.780
P 2.124 -1.236 -1.470
C 2.349 -1.096 -3.309
C 1.986 0.331 -3.718
C 3.704 -1.482 -3.899
C 2.176 -3.038 -0.989
C 3.399 -3.507 -0.207
C 1.848 -3.987 -2.138
H 2.164 4.252 -2.342
H 2.330 3.826 -0.637
H 1.196 5.086 -1.127
H 1.062 2.125 -1.866
H -0.918 4.331 -2.593
H -1.153 2.591 -2.866
H 0.156 3.454 -3.674
H -2.341 3.334 -0.935
H -1.568 5.506 1.036
H -2.474 5.620 -0.463
H -0.724 5.422 -0.502
H -2.367 3.221 2.107
H -3.220 2.199 0.959
H -3.679 3.896 1.138
H -0.456 4.356 2.411
H -0.027 5.186 4.579
H 1.694 5.518 4.758
H 0.958 4.194 5.653
H 2.980 2.913 4.468
H 3.500 1.425 2.605
H 4.298 2.591 0.724
H 6.558 1.875 0.195
H 8.094 0.329 -0.849
H 7.465 -0.873 -1.975
H 7.664 -1.279 -0.275
H 5.029 -1.671 -1.577
H 1.584 -1.763 -3.719
H 2.686 1.043 -3.275
H 0.972 0.574 -3.399
H 2.046 0.435 -4.804
H 4.463 -0.746 -3.632
H 3.632 -1.503 -4.990
H 4.052 -2.460 -3.570
H 1.317 -3.074 -0.309
H 3.660 -2.813 0.590
H 4.272 -3.636 -0.850
H 3.177 -4.475 0.249
H 2.662 -4.057 -2.861
H 0.942 -3.692 -2.666
H 1.675 -4.987 -1.735
O -4.068 -2.316 -3.318
C -3.537 -1.396 -4.189
C -4.024 -1.404 -5.489
C -3.511 -0.513 -6.417
C -2.504 0.371 -6.055
C -2.035 0.375 -4.749
C -2.559 -0.482 -3.794
C -2.055 -0.452 -2.360
O -0.915 0.240 -2.198
N -3.198 0.105 -1.553
N -2.973 0.022 -0.216
C -3.888 -0.419 0.540
C -3.725 -0.601 1.981
Br -2.224 0.203 2.802
C -4.563 -1.400 2.646
C -4.548 -1.847 4.043
C -4.258 -1.012 5.120
C -4.264 -1.508 6.414
C -4.557 -2.842 6.654
C -4.859 -3.678 5.589
C -4.864 -3.181 4.298
H -3.462 -2.439 -2.573
H -4.786 -2.123 -5.755
H -3.889 -0.522 -7.432
H -2.086 1.052 -6.784
H -1.245 1.043 -4.433
H -1.914 -1.508 -2.027
H -4.083 -0.336 -1.823
H -4.841 -0.780 0.131
H -5.328 -1.866 2.030
H -4.032 0.030 4.945
H -4.035 -0.847 7.238
H -4.549 -3.228 7.665
H -5.086 -4.722 5.764
H -5.086 -3.835 3.463
Cl -2.706 -4.213 0.459
C -1.450 -3.857 1.630
C -1.333 -4.691 2.711
C -0.362 -4.465 3.683
C 0.488 -3.385 3.505
C 0.374 -2.565 2.402
Cl 1.528 -1.247 2.277
C -0.617 -2.710 1.367
N -0.822 -2.028 0.265
H -2.017 -5.526 2.798
H -0.273 -5.110 4.544
H 1.265 -3.172 4.228

Calculated values
total charge: -1



# 3
# C4H8N2S

One molecule with the formula C4H8N2S (ωB97M-V with the def2-TZVPD basis set, OMol25).

Positions of all 15 atoms, in Å:
C 1.056 1.873 0.066
N 0.407 0.558 0.045
N -1.045 0.678 0.025
C -1.535 -0.802 0.047
C -0.231 -1.656 0.028
C 0.918 -0.686 -0.085
S 2.666 -0.747 0.001
H 0.429 2.752 -0.571
H 2.310 1.615 -0.282
H 0.816 2.247 1.238
H -1.050 1.040 -0.918
H -2.042 -1.179 1.158
H -2.150 -0.926 -0.983
H -0.379 -2.508 -0.801
H -0.169 -2.259 1.031

Calculated values
structure (SMILES): CN1NCCC1=S



# 4
# C11H16B2F8N5O4V

C11H16B2F8N5O4V as an isolated structure (ωB97M-V with the def2-TZVPD basis set, OMol25).

Positions of all 47 atoms, in Å:
O 0.563 -3.456 0.283
V -0.215 -2.597 -0.753
B -2.323 -4.240 -0.327
F -1.911 -5.218 0.553
F -1.415 -4.210 -1.478
F -3.618 -4.412 -0.739
F -2.101 -2.915 0.217
B 0.591 -0.097 0.313
F 0.363 1.131 -0.295
F 1.333 0.038 1.472
F -0.626 -0.804 0.580
F 1.224 -0.962 -0.656
O 2.853 -2.757 -3.457
C 1.485 -2.636 -3.504
O 0.940 -2.970 -2.384
O 0.962 -2.242 -4.527
H 3.043 -3.071 -2.566
C -3.223 0.315 -3.327
C -2.303 -0.549 -2.632
N -1.570 -1.227 -2.088
H -3.936 0.768 -2.641
H -3.800 -0.289 -4.031
H -2.682 1.086 -3.864
C 1.276 1.366 4.310
C 2.033 1.922 5.445
N 2.626 2.350 6.327
H 1.485 1.887 3.384
H 0.216 1.470 4.537
H 1.551 0.315 4.236
C 4.149 1.213 1.616
C 4.572 0.279 2.645
N 4.917 -0.449 3.463
H 3.246 1.709 1.965
H 3.879 0.685 0.705
H 4.933 1.940 1.425
C 0.151 3.086 -2.445
C -1.180 2.835 -1.908
N -2.234 2.618 -1.524
H 0.570 2.136 -2.780
H 0.779 3.490 -1.659
H 0.065 3.734 -3.315
C -2.371 1.604 1.803
C -3.554 1.154 1.090
N -4.511 0.837 0.543
H -2.673 2.364 2.528
H -1.635 1.995 1.108
H -1.921 0.777 2.351

Calculated values
spin multiplicity: 2
total charge: -1



Table of ΔE to the lowest compared entry with this formula, charge and spin (eV), in record order: 0.5270; 0.0000; 4.9492; 0.0000
Table of maximum force (eV Å⁻¹), in record order: 1.0; 0.4; 4.4; 3.0